9
Properties=species:S:1:pos:R:3:forces:R:3 method="wB97M-V/def2-TZVPD" smiles="O[C@]1(F)C=NN=N1" orbital_gap_ev=9.7
C 0.139 -0.770 1.058 0.2 2.4 -3.6
C 0.276 0.205 -0.485 0.6 -2.6 3.4
N -0.707 -0.148 1.725 0.5 -1.7 1.4
N -0.673 1.200 -0.055 0.3 0.9 -1.6
N -1.160 1.016 1.033 -1.0 1.2 0.2
O -0.075 -0.545 -1.544 -0.1 0.1 -0.2
F 1.512 0.756 -0.642 -0.5 0.1 0.0
H 0.661 -1.673 1.276 0.2 -0.4 0.3
H 0.027 -0.042 -2.366 -0.1 0.1 0.1

=====

18
Properties=species:S:1:pos:R:3:forces:R:3 method="wB97M-V/def2-TZVPD" s2=0.76 spin_multiplicity=2 charge=+1 orbital_gap_ev="6.6 / 4.9"
N -0.737 1.914 1.444 0.6 0.1 -0.3
C 0.332 1.155 2.069 -1.7 -0.8 -0.5
C 1.247 0.458 1.072 2.6 0.7 1.1
S 0.407 -0.577 -0.126 -2.9 -0.8 -1.7
S 0.112 -2.426 -1.098 0.7 0.9 1.7
C -1.600 -2.809 -0.386 2.2 1.5 0.2
H -1.142 1.474 0.629 -0.3 0.0 0.3
H -1.431 2.262 2.091 0.0 -0.2 -0.1
H 0.941 1.851 2.640 0.4 -0.2 0.1
H -0.033 0.355 2.724 0.0 0.2 0.3
H 1.773 1.193 0.446 -0.1 -0.2 -0.2
H 2.009 -0.069 1.654 0.0 -0.2 -0.4
H -1.830 -3.766 -0.843 -0.6 0.2 0.0
H -1.361 -2.818 0.677 -0.4 -0.7 0.0
H -2.152 -1.886 -0.550 -0.7 -0.5 -0.5
H 1.021 0.514 -3.882 0.0 -0.6 0.0
H 1.587 1.732 -4.552 0.3 0.3 -0.3
O 0.859 1.443 -4.007 -0.3 0.2 0.3

=====

21
Properties=species:S:1:pos:R:3:forces:R:3 method="wB97M-V/def2-TZVPD" smiles=CC(C)C[C@@H](C)O orbital_gap_ev=10.6
C -1.585 -0.864 -0.916 -0.1 -0.1 -0.1
C -1.128 -0.359 0.452 0.1 0.0 -0.1
C -2.230 0.498 1.092 0.0 0.0 0.0
C 0.137 0.491 0.253 -0.1 0.4 -0.9
C 1.425 -0.095 -0.317 0.3 0.4 -1.9
C 2.663 0.657 0.129 0.1 0.0 -0.1
O 1.512 -1.481 -0.189 0.5 -0.4 0.0
H -2.511 -1.441 -0.841 0.1 0.0 0.0
H -0.818 -1.492 -1.381 -0.1 0.1 0.1
H -1.771 -0.007 -1.578 0.0 -0.1 0.1
H -0.960 -1.230 1.105 0.2 0.3 -0.2
H -3.180 -0.049 1.144 0.2 0.0 0.0
H -2.401 1.402 0.494 0.0 -0.1 0.1
H -1.971 0.812 2.111 0.0 -0.1 -0.2
H 0.267 1.279 1.009 0.2 -0.5 0.0
H 0.104 0.949 -0.739 -2.1 1.6 0.8
H 1.355 0.153 -1.506 0.5 -0.9 2.2
H 2.959 0.471 1.168 -0.2 -0.1 -0.2
H 2.485 1.730 0.000 0.1 -0.1 0.0
H 3.470 0.355 -0.542 0.2 0.2 0.2
H 2.172 -1.700 -0.855 0.0 -0.6 0.2

=====

180
Properties=species:S:1:pos:R:3:forces:R:3 method="wB97M-V/def2-TZVPD" orbital_gap_ev=8.4
C -20.028 -2.756 -41.250 1.2 -0.7 0.5
C -20.873 -1.641 -40.765 -0.2 1.8 -0.1
C -21.708 -1.818 -39.498 -0.8 -1.7 0.1
O -21.279 -0.912 -38.496 1.4 1.2 -0.8
C -20.260 -0.173 -39.039 0.8 1.9 -0.1
O -19.678 0.780 -38.539 -1.5 -2.5 -0.6
O -19.997 -0.584 -40.317 0.3 0.4 0.7
H -19.293 -2.399 -41.972 -0.2 0.2 -0.1
H -20.521 -3.618 -41.700 -0.3 0.2 0.2
H -19.439 -3.054 -40.383 0.1 -0.6 0.0
H -21.401 -1.226 -41.624 -0.5 0.1 0.3
H -21.499 -2.810 -39.097 -0.4 -0.2 0.0
H -22.779 -1.683 -39.647 0.1 0.0 0.0
C -19.709 9.893 -42.596 -0.5 -0.3 -1.0
C -18.696 10.462 -41.644 -1.6 0.4 2.2
C -19.315 11.615 -40.843 0.5 1.2 -0.9
O -18.832 11.513 -39.498 0.3 -0.3 0.0
C -18.345 10.261 -39.283 0.3 -0.5 1.8
O -17.947 9.847 -38.171 -1.5 1.2 -4.9
O -18.466 9.599 -40.496 1.4 -1.5 0.9
H -19.900 10.611 -43.394 0.3 0.3 -0.1
H -20.715 9.745 -42.205 0.2 -0.1 0.7
H -19.436 8.980 -43.126 0.4 0.0 0.3
H -17.789 10.794 -42.150 0.3 -0.5 0.3
H -20.404 11.643 -40.867 0.0 -0.3 0.2
H -18.954 12.535 -41.303 -0.1 0.3 0.5
C -12.282 -2.855 -31.505 0.4 -1.0 -1.5
C -11.884 -1.566 -30.930 -2.2 2.0 -0.1
C -13.078 -0.681 -30.433 0.7 -0.7 -1.7
O -12.633 -0.233 -29.154 -1.2 0.3 -0.9
C -11.584 -0.979 -28.793 1.3 1.2 2.3
O -10.979 -0.801 -27.758 -0.9 -0.8 -1.6
O -11.293 -1.841 -29.752 2.7 -1.6 3.0
H -12.986 -2.741 -32.330 0.0 -0.1 -0.1
H -12.677 -3.549 -30.764 -0.2 0.4 0.1
H -11.364 -3.316 -31.870 -0.1 -0.3 -0.3
H -11.194 -0.916 -31.468 0.0 -0.4 -0.8
H -13.970 -1.306 -30.437 -0.2 0.2 0.7
H -13.196 0.083 -31.201 -0.2 0.6 0.7
C -17.274 3.862 -43.198 -0.3 1.4 0.5
C -16.609 4.657 -42.046 0.7 -1.5 -2.2
C -15.910 3.678 -41.147 0.8 0.4 1.5
O -14.510 4.017 -41.290 0.4 -1.8 1.4
C -14.323 4.966 -42.153 2.4 3.5 -0.9
O -13.281 5.592 -42.396 -2.4 -2.3 0.6
O -15.491 5.321 -42.674 -1.0 1.1 -0.7
H -16.560 3.166 -43.639 0.0 -0.1 0.3
H -17.494 4.589 -43.980 -0.5 -0.2 -0.1
H -18.168 3.355 -42.835 0.0 -0.1 -0.2
H -17.207 5.389 -41.504 -0.1 -0.1 -0.3
H -16.020 2.616 -41.365 -0.2 0.2 -0.1
H -16.185 3.904 -40.117 0.2 -0.5 0.1
C -20.924 -1.557 -31.695 0.8 -1.7 -0.3
C -21.543 -0.350 -32.277 1.4 0.4 -0.6
C -23.022 -0.334 -32.508 0.0 0.6 -0.6
O -23.444 0.886 -31.830 -0.4 -0.9 -0.1
C -22.407 1.445 -31.167 -0.6 1.0 1.9
O -22.514 2.384 -30.390 0.5 -2.0 -2.1
O -21.294 0.731 -31.410 0.1 1.5 1.1
H -21.308 -1.953 -30.754 -0.2 0.5 0.1
H -19.844 -1.425 -31.647 0.0 0.2 0.4
H -20.997 -2.380 -32.406 -0.3 -0.1 -0.2
H -20.955 -0.107 -33.162 -0.3 -0.1 -0.4
H -23.416 -1.294 -32.177 -0.8 0.5 0.7
H -23.271 -0.220 -33.563 -0.1 0.0 0.1
C -23.327 7.426 -25.948 0.1 -0.4 -0.6
C -21.892 7.520 -25.434 -2.6 -1.9 0.4
C -20.776 7.608 -26.378 2.3 -0.2 -0.3
O -19.932 8.579 -25.656 0.7 -0.2 -1.6
C -20.678 9.288 -24.807 0.6 1.4 1.5
O -20.342 10.265 -24.164 -0.5 -1.8 -1.5
O -21.861 8.683 -24.711 -0.5 2.6 1.3
H -23.434 8.053 -26.833 0.0 0.2 0.0
H -24.026 7.779 -25.189 0.2 -0.1 0.0
H -23.625 6.422 -26.249 0.2 -0.1 0.1
H -21.684 6.746 -24.695 -0.1 -0.5 -0.1
H -20.936 7.828 -27.433 -0.4 1.1 0.2
H -20.209 6.681 -26.461 0.1 0.0 0.5
C -8.532 7.800 -38.970 0.1 0.0 0.6
C -7.707 7.910 -40.257 -1.1 -1.2 1.8
C -8.143 9.050 -41.068 -0.8 0.2 -2.0
O -6.928 9.808 -41.277 -1.8 1.3 -1.2
C -5.949 9.280 -40.577 4.9 2.8 0.0
O -4.763 9.691 -40.532 -4.2 -1.3 -0.4
O -6.421 8.323 -39.869 0.9 -3.1 2.1
H -9.543 7.395 -39.005 0.1 -0.2 -0.8
H -8.670 8.801 -38.561 0.3 0.1 0.1
H -8.000 7.202 -38.230 0.1 0.0 0.0
H -7.712 6.952 -40.776 0.5 0.0 -0.1
H -9.014 9.477 -40.570 0.6 1.4 0.0
H -8.534 8.741 -42.038 0.3 0.1 -0.2
C -23.325 5.846 -36.840 0.5 0.4 -0.6
C -23.461 5.709 -38.346 -1.2 0.9 1.4
C -22.224 5.443 -39.157 -0.1 0.4 0.5
O -22.626 4.286 -39.943 2.3 1.6 -0.5
C -23.798 3.854 -39.555 -2.7 -3.3 -0.9
O -24.366 2.874 -40.057 1.5 2.8 1.5
O -24.273 4.590 -38.539 -0.9 -1.8 -0.7
H -24.294 6.071 -36.393 0.1 -0.2 0.0
H -22.645 6.673 -36.638 0.1 -0.1 0.3
H -22.930 4.894 -36.486 0.0 0.2 0.3
H -24.073 6.518 -38.743 0.4 0.5 -0.1
H -21.342 5.284 -38.537 -0.1 -0.8 0.0
H -21.994 6.380 -39.664 0.0 -0.6 -1.1
C -17.274 5.550 -31.321 -0.5 -0.8 -0.9
C -16.866 4.632 -32.511 -1.0 1.9 2.5
C -17.539 5.054 -33.799 -0.7 -1.0 0.1
O -16.463 5.275 -34.694 1.1 0.2 -0.3
C -15.279 5.277 -34.000 2.9 -0.8 -1.9
O -14.133 5.356 -34.505 -4.6 0.1 2.0
O -15.559 5.044 -32.706 3.0 -0.1 -0.9
H -17.097 6.554 -31.709 -0.2 0.1 0.4
H -16.642 5.347 -30.456 -0.1 0.0 -0.1
H -18.329 5.401 -31.091 0.0 0.2 0.2
H -16.908 3.600 -32.164 0.0 -0.2 -0.7
H -18.142 5.956 -33.690 0.1 0.1 0.0
H -18.173 4.236 -34.140 0.0 0.2 -0.5
C -19.172 1.958 -26.033 0.5 0.3 0.4
C -18.322 1.696 -24.746 -0.2 -0.1 -1.8
C -18.523 2.671 -23.593 -1.2 0.1 -1.0
O -18.856 1.825 -22.504 0.8 -0.4 0.5
C -18.993 0.549 -22.963 -3.1 -1.6 3.0
O -19.549 -0.361 -22.376 1.3 1.5 0.3
O -18.687 0.415 -24.193 1.4 0.8 -3.0
H -18.823 2.855 -26.544 0.2 0.2 0.2
H -20.233 2.134 -25.856 0.0 -0.2 0.5
H -19.112 1.177 -26.791 0.3 -0.3 0.4
H -17.260 1.679 -24.992 0.0 -0.3 -0.2
H -19.418 3.259 -23.798 0.0 0.3 0.1
H -17.673 3.347 -23.499 0.0 -0.3 0.7
C -14.799 11.578 -33.055 -0.1 -0.2 -0.2
S -13.503 12.859 -33.320 1.3 -0.6 0.3
O -12.176 12.247 -32.817 -2.3 0.8 -1.2
C -13.593 12.721 -35.194 0.1 -0.9 0.9
H -15.343 11.635 -32.112 0.5 0.4 0.2
H -14.291 10.615 -33.098 0.1 0.0 -0.1
H -15.576 11.609 -33.818 0.2 0.2 -0.3
H -14.501 13.174 -35.593 0.0 0.1 0.3
H -13.661 11.637 -35.285 0.1 0.0 -0.6
H -12.717 13.090 -35.728 0.0 0.1 0.5
C -20.802 11.533 -31.567 0.2 -1.1 -0.8
S -21.079 10.288 -32.970 -2.0 0.2 1.4
O -21.972 9.191 -32.385 1.3 1.2 -0.7
C -22.284 11.312 -33.918 -0.4 -0.3 0.3
H -20.230 10.940 -30.853 0.1 0.1 0.0
H -21.715 11.865 -31.073 -0.1 -0.1 -0.4
H -20.183 12.347 -31.946 -0.1 0.0 0.0
H -22.559 10.837 -34.859 0.6 0.0 -0.1
H -22.012 12.359 -34.052 0.2 -0.2 0.0
H -23.210 11.229 -33.349 0.1 0.2 0.4
C -9.470 7.759 -32.233 0.5 -0.1 0.4
S -8.042 6.561 -32.306 -1.1 -0.1 0.0
O -7.761 6.201 -30.882 -0.2 -0.1 -0.6
C -8.981 5.122 -33.116 -0.2 0.9 0.7
H -9.216 8.618 -31.611 0.7 -0.2 0.1
H -10.291 7.306 -31.678 -0.2 -0.3 -0.5
H -9.704 8.204 -33.199 -0.2 -0.6 -0.1
H -9.292 5.378 -34.129 0.4 0.1 -0.1
H -9.911 4.938 -32.578 0.1 0.0 0.3
H -8.357 4.230 -33.085 0.1 0.3 0.0
C -13.737 13.221 -26.857 0.8 -0.8 -0.2
S -15.080 11.972 -26.665 -0.5 0.2 -1.7
O -16.124 12.396 -27.670 0.6 -0.3 0.8
C -14.259 10.438 -27.350 0.4 0.6 0.9
H -14.104 14.247 -26.838 -0.4 -0.3 0.0
H -13.203 13.033 -27.789 -0.3 0.1 -0.3
H -12.968 13.107 -26.093 -0.2 -0.1 0.4
H -14.934 9.597 -27.195 -0.2 0.3 0.0
H -13.411 10.309 -26.677 0.1 -0.2 0.1
H -13.879 10.432 -28.371 -0.3 0.6 -0.1
C -11.945 5.588 -23.821 0.5 0.1 -0.9
S -12.024 4.480 -25.288 -0.2 1.3 -0.9
O -13.352 4.815 -25.916 0.8 -0.3 0.4
C -10.684 5.235 -26.392 0.0 -0.5 0.4
H -12.052 6.622 -24.149 -0.4 -0.1 -0.1
H -10.965 5.540 -23.346 -0.1 -0.4 0.2
H -12.778 5.284 -23.187 0.2 0.0 0.0
H -10.481 6.304 -26.329 -0.4 0.0 0.5
H -10.907 5.037 -27.441 -0.6 -0.2 0.2
H -9.769 4.676 -26.198 0.1 0.1 0.3

=====

Values for E, eV, ordered as above
-11338.327, -28487.229, -8495.431, -179139.936
Values for energy above the lowest of the compared OMol25 structures with the same formula, charge and spin, kJ/mol, ordered as above
213.3, 204.5, 141.0, 725.0